# 1
Formula: C4H7ClS2
Source: the OMol25 dataset
Level of theory: ωB97M-V/def2-TZVPD

Summary:
Energy above the lowest of the compared OMol25 structures with the same formula, charge and spin (kJ/mol): 27.8
Spin multiplicity: 1
E (eV): -38453.9468
LUMO (eV): -0.12
Net charge: 0
SMILES string: CSC(=S)CCCl

Last column: Löwdin charge in e.
CARTESIAN COORDINATES (ANGSTROEM)
1 C 2.89901 -0.46296 0.18939  -0.377
2 C 0.16892 0.30728 -0.28664  -1.192
3 C -1.29703 0.00795 -0.64628  -0.366
4 C -2.26135 0.27205 0.54042  -0.641
5 H 3.43319 -1.42031 0.37623  0.039
6 H 3.00547 0.14957 1.08538  0.033
7 H 3.30339 -0.10473 -0.73358  0.028
8 H -1.56248 0.69300 -1.49068  0.119
9 H -1.44030 -1.05668 -0.94510  0.094
10 H -2.28071 1.32092 0.63345  0.048
11 H -2.05936 -0.28458 1.41987  0.069
12 S 1.16446 -1.03562 -0.07173  0.861
13 S 0.74733 1.79970 -0.05236  0.672
14 Cl -3.82052 -0.18559 -0.01837  0.613

Atomic forces in eV per Å
-0.7 -1.6 0.7
-0.4 0.6 0.1
0.5 -0.5 0.0
1.2 0.1 -2.0
-0.4 0.4 0.0
-0.1 0.3 -0.5
0.1 0.8 -0.3
0.1 -0.7 0.7
0.3 0.7 0.0
0.1 1.2 0.9
0.5 -0.2 0.8
0.9 -1.5 0.0
-0.2 0.9 -0.1
-1.9 -0.5 -0.4



# 2
Formula: C4H7F
Source: the OMol25 dataset
Level of theory: ωB97M-V/def2-TZVPD

Summary:
Energy above the lowest of the compared OMol25 structures with the same formula, charge and spin (kJ/mol): 163.6
Spin multiplicity: 1
E (eV): -6976.4967
LUMO (eV): 1.11
Net charge: 0
SMILES string: C/C=C(/C)F

Last column: Löwdin charge in e.
CARTESIAN COORDINATES (ANGSTROEM)
1 C -0.25814 -0.63519 0.36698  -0.104
2 C 0.20198 0.53214 -0.59448  -0.279
3 C -1.52342 -0.63738 0.98828  -0.170
4 C 1.64868 0.72522 -0.91310  -0.041
5 F -0.77974 1.30126 -0.97269  0.067
6 H 0.56506 -1.21937 0.68288  0.065
7 H -1.92725 -1.66292 0.78133  0.084
8 H -1.49202 -0.62003 2.11511  0.097
9 H -2.29019 -0.00662 0.52655  0.079
10 H 2.17309 1.45990 -0.31802  0.084
11 H 1.92312 -0.25512 -0.73210  0.047
12 H 1.75883 1.01812 -1.93074  0.071

Atomic forces in eV per Å
4.5 7.2 -5.6
-1.8 -6.6 6.1
-2.9 -2.4 1.1
-2.1 1.4 -0.4
-0.4 1.5 -0.9
0.5 -0.7 0.3
-0.1 0.4 0.4
-0.1 0.5 -1.1
0.4 0.4 0.4
0.0 0.1 0.5
1.7 -1.7 0.2
0.3 0.0 -1.0



# 3
Formula: C4H7F
Source: the OMol25 dataset
Level of theory: ωB97M-V/def2-TZVPD

Summary:
Energy above the lowest of the compared OMol25 structures with the same formula, charge and spin (kJ/mol): 155.7
Spin multiplicity: 1
E (eV): -6976.5793
LUMO (eV): 1.04
Net charge: 0
SMILES string: CC1(F)CC1

Last column: Löwdin charge in e.
CARTESIAN COORDINATES (ANGSTROEM)
1 C -0.45696 0.67714 1.00335  -0.114
2 C -1.00638 0.71211 -0.39179  -0.054
3 C 0.33856 0.10066 -0.06440  -0.341
4 C 0.81225 -1.24950 -0.44666  -0.017
5 F 1.68796 1.00487 -0.10587  -0.158
6 H 0.03701 1.61176 1.46098  0.139
7 H -1.00041 0.16400 1.89530  0.135
8 H -1.78801 0.14286 -0.76576  0.091
9 H -1.17522 1.63879 -0.75530  0.069
10 H 0.69769 -1.26432 -1.52956  0.089
11 H 0.06752 -1.93796 -0.11913  0.079
12 H 1.78598 -1.60042 -0.18117  0.080

Atomic forces in eV per Å
-0.9 0.1 4.1
2.2 -0.4 1.3
3.2 2.1 0.4
-1.4 0.3 -1.3
-3.0 -1.5 -0.6
-1.0 -1.3 -1.3
1.1 0.2 -1.9
-1.1 -1.9 -0.1
0.4 3.1 -1.4
0.5 -0.2 -0.2
-0.5 -0.8 0.5
0.5 0.4 0.6



# 4
Formula: C4H7F2N
Source: the OMol25 dataset
Level of theory: ωB97M-V/def2-TZVPD

Summary:
Energy above the lowest of the compared OMol25 structures with the same formula, charge and spin (kJ/mol): 564.4
Spin multiplicity: 1
E (eV): -11180.0487
LUMO (eV): 0.92
Net charge: 0
SMILES string: C#CCC.FNF

Last column: Löwdin charge in e.
CARTESIAN COORDINATES (ANGSTROEM)
1 C -1.42859 0.40984 0.18566  -0.143
2 C -2.31826 -0.36748 0.35959  0.070
3 C 0.71787 1.17560 -0.94029  -0.118
4 C -0.42167 1.56644 0.05426  -0.195
5 N 0.94596 -2.63513 0.49634  -0.015
6 F 1.05689 -2.62479 1.92756  -0.083
7 F 1.96350 -1.90253 0.08117  -0.049
8 H 0.14275 -2.02210 0.13088  0.124
9 H -3.11470 -1.04667 0.69029  0.043
10 H 0.84466 1.88979 -1.73613  0.052
11 H 1.73126 1.21390 -0.47282  0.077
12 H 0.78815 0.23079 -1.48963  0.063
13 H -1.01486 2.39573 -0.23822  0.091
14 H 0.10703 1.71661 0.95133  0.083

Atomic forces in eV per Å
1.5 2.0 0.3
-1.2 -1.3 0.7
1.7 0.5 -0.3
-0.4 -3.8 -1.6
-2.1 -1.3 -0.1
-0.7 0.8 -1.5
2.2 1.3 -0.4
0.6 -0.7 2.0
0.9 0.7 -0.6
-0.3 0.6 -0.3
-0.9 0.0 0.2
-1.0 -0.2 0.5
-0.1 1.0 -0.3
-0.1 0.4 1.5



# 5
Formula: C4H7FN2O
Source: the OMol25 dataset
Level of theory: ωB97M-V/def2-TZVPD

Summary:
Energy above the lowest of the compared OMol25 structures with the same formula, charge and spin (kJ/mol): 226.1
Spin multiplicity: 1
E (eV): -12004.7136
LUMO (eV): 0.62
Net charge: 0
SMILES string: C=NN[C@H](C=O)CF

Last column: Löwdin charge in e.
CARTESIAN COORDINATES (ANGSTROEM)
1 C -0.88596 -1.06785 0.59459  -0.159
2 C -0.42817 0.18442 -0.15303  -0.306
3 C 2.30299 -0.42304 -0.39782  -0.068
4 C -1.61449 1.12823 -0.31663  -0.175
5 H -0.04154 -1.77273 0.72929  0.123
6 H -1.28296 -0.78450 1.56626  0.128
7 H -0.16452 -0.13674 -1.16676  0.148
8 H 0.45056 1.86401 0.64876  0.131
9 H 3.37073 -0.53033 -0.63085  0.063
10 H 1.63991 -1.25006 -0.67688  0.057
11 H -2.53344 0.67061 -0.70135  0.132
12 N 0.65396 0.86334 0.51411  -0.045
13 N 1.94418 0.65811 0.18333  -0.045
14 O -1.55242 2.30750 -0.03375  0.062
15 F -1.85883 -1.71096 -0.15927  -0.046

Atomic forces in eV per Å
0.8 -0.3 0.0
-0.3 0.1 0.0
0.3 0.2 0.0
0.5 0.9 0.4
-0.4 0.4 0.0
-0.2 -0.2 0.1
0.2 0.0 -0.2
0.2 -0.8 -0.1
-0.5 0.1 0.2
0.1 0.2 0.1
-0.1 0.0 0.0
-0.8 0.7 0.1
0.5 -0.6 -0.4
-0.1 -1.0 -0.2
-0.1 0.0 0.1



# 6
Formula: C4H7FN2O
Source: the OMol25 dataset
Level of theory: ωB97M-V/def2-TZVPD

Summary:
Energy above the lowest of the compared OMol25 structures with the same formula, charge and spin (kJ/mol): 153.0
Spin multiplicity: 1
E (eV): -12005.4711
LUMO (eV): 0.77
Net charge: 0
SMILES string: NC/C(F)=C\NC=O

Last column: Löwdin charge in e.
CARTESIAN COORDINATES (ANGSTROEM)
1 C -1.12670 1.04347 -0.72959  -0.231
2 C -1.03745 -0.16249 0.26857  -0.242
3 C -0.00753 -0.72966 0.89807  -0.070
4 C 2.43393 -0.74386 1.39076  -0.331
5 H -1.91186 1.10300 -2.65388  0.077
6 H -1.06861 -0.34073 -2.41180  0.126
7 H -0.12882 1.58545 -0.79985  0.109
8 H -1.84814 1.80136 -0.30604  0.131
9 H -0.05089 -1.62861 1.55304  0.144
10 H 1.47162 0.64045 0.33560  0.167
11 H 2.32098 -1.68386 1.93806  0.131
12 N -1.63486 0.43638 -1.91861  -0.038
13 N 1.30223 -0.30398 0.77843  0.026
14 O 3.53595 -0.22173 1.18045  -0.004
15 F -2.24986 -0.79517 0.47678  0.005

Atomic forces in eV per Å
0.7 -0.9 1.8
-0.5 0.2 0.2
0.1 -0.8 0.5
1.7 0.2 -1.2
0.2 -0.4 0.7
-0.9 1.9 1.6
-0.9 -0.7 0.1
0.5 -0.9 -0.6
-0.7 0.7 -0.7
-0.3 -1.6 0.5
-0.1 0.0 0.4
0.1 -0.8 -2.9
1.0 3.0 -0.8
-1.8 -0.7 0.7
0.7 0.8 -0.2



# 7
Formula: C4H7FN2O
Source: the OMol25 dataset
Level of theory: ωB97M-V/def2-TZVPD

Summary:
Energy above the lowest of the compared OMol25 structures with the same formula, charge and spin (kJ/mol): 334.4
Spin multiplicity: 1
E (eV): -12003.5912
LUMO (eV): 0.64
Net charge: 0
SMILES string: C/N=C/C(F)=C\NO

Last column: Löwdin charge in e.
CARTESIAN COORDINATES (ANGSTROEM)
1 C -2.29637 -1.03011 0.05505  -0.148
2 C -0.87506 0.77879 -0.06414  -0.135
3 C 0.35728 1.45950 0.01144  -0.259
4 C 1.61007 0.88754 -0.03191  -0.036
5 H -3.04335 -0.37949 -0.50061  0.093
6 H -2.70817 -1.23487 1.07397  0.090
7 H -2.20830 -1.98670 -0.45134  0.068
8 H -1.66256 1.42169 -0.37504  0.116
9 H 2.50891 1.43456 0.23011  0.137
10 H 0.95032 -0.96230 0.23731  0.110
11 H 3.37644 -1.30241 -0.59262  0.095
12 N -1.00580 -0.46001 0.19528  -0.038
13 N 1.74233 -0.44800 -0.16699  -0.066
14 O 2.99112 -1.00086 0.23914  -0.037
15 F 0.26311 2.82267 0.14035  0.009

Atomic forces in eV per Å
-1.7 0.1 0.3
0.1 -0.6 0.1
3.0 0.1 0.0
-1.5 1.4 1.2
0.8 -0.6 0.5
0.2 0.1 -0.7
-0.1 -0.1 -0.1
-1.3 0.4 -0.2
-0.1 0.2 -0.5
0.4 -0.1 -0.3
0.0 0.0 0.1
0.7 0.5 -0.3
0.0 -1.5 0.1
-0.5 0.5 -0.2
0.0 -0.3 -0.2



# 8
Formula: C4H7FO
Source: the OMol25 dataset
Level of theory: ωB97M-V/def2-TZVPD

Summary:
Energy above the lowest of the compared OMol25 structures with the same formula, charge and spin (kJ/mol): 172.4
Spin multiplicity: 1
E (eV): -9024.4844
LUMO (eV): 0.70
Net charge: 0
SMILES string: C=C(CO)CF

Last column: Löwdin charge in e.
CARTESIAN COORDINATES (ANGSTROEM)
1 C -1.20666 0.03166 0.22639  -0.323
2 C 0.27919 0.29649 0.09655  -0.217
3 C 0.58901 1.59980 -0.19912  0.040
4 C 1.29113 -1.01630 0.21322  -0.106
5 H -2.44501 -1.06138 -0.88019  0.142
6 H -1.69766 0.94999 -0.17612  0.115
7 H -1.49791 -0.01842 1.32987  0.136
8 H 1.68764 1.90559 -0.34320  0.087
9 H -0.19109 2.32504 -0.35239  0.044
10 H 0.82695 -1.76269 -0.49628  0.113
11 H 1.35995 -1.46592 1.27390  0.135
12 O -1.55487 -1.13170 -0.39975  -0.077
13 F 2.55933 -0.65216 -0.29287  -0.090

Atomic forces in eV per Å
0.1 1.8 2.0
1.2 0.6 -0.2
2.6 -2.6 0.2
-1.6 1.6 -0.5
2.1 0.0 1.2
0.0 -0.8 0.2
0.3 0.0 -1.1
-1.9 -0.4 0.3
0.0 0.1 0.0
0.7 0.7 0.9
0.1 1.0 -1.7
-2.5 -1.5 -2.2
-1.0 -0.4 0.8



# 9
Formula: C4H7FO
Source: the OMol25 dataset
Level of theory: ωB97M-V/def2-TZVPD

Summary:
Energy above the lowest of the compared OMol25 structures with the same formula, charge and spin (kJ/mol): 230.8
Spin multiplicity: 1
E (eV): -9023.8788
LUMO (eV): 0.93
Net charge: 0
SMILES string: C=CF.C=CO

Last column: Löwdin charge in e.
CARTESIAN COORDINATES (ANGSTROEM)
1 C 1.50608 -1.94637 0.78639  -0.006
2 C 1.19929 -1.37876 -0.39144  -0.344
3 C -1.56623 1.52080 -0.78593  -0.019
4 C -1.60962 1.57711 0.49279  -0.257
5 O 1.24922 -0.15079 -0.87352  -0.008
6 F -1.67930 0.47591 1.31111  -0.033
7 H 1.49788 -2.98792 0.87830  0.020
8 H 1.78314 -1.25210 1.65848  0.081
9 H 1.10953 -2.10567 -1.22296  0.116
10 H 1.32870 0.53269 -0.15319  0.131
11 H -1.47743 0.62838 -1.46170  0.091
12 H -1.51847 2.47012 -1.33535  0.066
13 H -1.82278 2.61661 1.09702  0.161

Atomic forces in eV per Å
0.1 4.0 0.7
1.1 -3.4 -0.3
0.7 -0.3 -3.8
-1.5 2.0 4.3
-0.1 2.4 1.1
0.2 0.9 -0.7
0.0 -1.2 0.3
-0.5 -1.4 -1.1
-0.4 0.6 0.3
-0.1 -1.0 -0.9
-0.1 0.7 1.3
-0.2 -0.4 0.4
0.9 -2.9 -1.4



# 10
Formula: C4H7FO
Source: the OMol25 dataset
Level of theory: ωB97M-V/def2-TZVPD

Summary:
Energy above the lowest of the compared OMol25 structures with the same formula, charge and spin (kJ/mol): 126.6
Spin multiplicity: 1
E (eV): -9024.9584
LUMO (eV): 0.98
Net charge: 0
SMILES string: C[C@]1(CF)CO1

Last column: Löwdin charge in e.
CARTESIAN COORDINATES (ANGSTROEM)
1 C 1.54802 0.12132 0.71371  -0.008
2 C 0.34947 0.00921 -0.21268  -0.464
3 C -0.67050 -1.07572 -0.00588  -0.149
4 C 0.30233 0.72000 -1.49639  -0.113
5 H 2.15355 -0.76834 0.74178  0.070
6 H 1.18004 0.36752 1.72477  0.092
7 H 2.24099 1.00046 0.39965  0.120
8 H -1.49703 -1.05585 -0.75338  0.141
9 H -0.15092 -2.03442 0.02192  0.127
10 H 1.19659 1.14965 -1.98370  0.122
11 H -0.39454 0.43175 -2.28104  0.109
12 O -0.32671 1.27786 -0.35617  -0.019
13 F -1.25454 -0.88473 1.22075  -0.027

Atomic forces in eV per Å
0.5 1.8 -0.3
-0.4 0.8 -0.2
0.2 -0.1 -0.4
0.2 -0.1 -1.0
0.1 -0.4 0.0
0.2 -0.3 -0.4
-1.3 -1.5 0.4
0.8 0.0 0.3
-0.2 -0.3 -0.2
-0.3 0.2 1.0
-0.1 -0.3 0.2
0.6 0.3 -0.3
-0.3 0.0 0.8